# 1
The following is a quantum chemistry calculation of a structure of composition C49H55AuBrN3Si, from OMol25.

Output
Total charge: 0
Lowest unoccupied orbital energy: -1.3 eV

CARTESIAN COORDINATES (ANGSTROEM)
Au 0.196 -0.051 -0.159
C -2.698 -1.147 4.683
C -1.172 -1.024 4.484
C -0.654 -2.055 3.477
C -0.714 0.415 4.244
C -0.340 1.102 5.395
C 0.204 2.371 5.355
C 0.424 2.964 4.126
C 0.044 2.341 2.948
C 0.255 3.094 1.652
C -0.681 4.308 1.603
C 1.708 3.560 1.486
C -0.582 1.074 2.997
N -1.009 0.478 1.804
C -2.215 0.067 1.659
C -2.657 -0.725 0.540
N -1.862 -1.154 -0.366
C -2.306 -2.012 -1.395
C -2.513 -1.495 -2.686
C -3.002 -2.327 -3.683
C -3.266 -3.660 -3.433
C -2.974 -4.180 -2.186
C -2.471 -3.391 -1.157
C -2.123 -4.101 0.144
C -3.137 -3.827 1.267
C -0.683 -3.845 0.601
C -2.229 -0.046 -3.006
C -1.287 0.076 -4.209
C -3.530 0.725 -3.250
H -2.922 -1.904 5.436
H -3.194 -1.448 3.759
H -3.130 -0.203 5.017
H -0.711 -1.288 5.438
H -1.197 -2.018 2.540
H -0.777 -3.056 3.892
H 0.404 -1.895 3.262
H -0.470 0.612 6.352
H 0.464 2.888 6.270
H 0.877 3.946 4.081
H 0.020 2.426 0.825
H -0.447 4.992 2.421
H -1.726 4.014 1.706
H -0.548 4.845 0.662
H 1.894 4.473 2.056
H 1.920 3.768 0.436
H 2.411 2.796 1.822
H -2.959 0.353 2.402
H -3.719 -0.970 0.481
H -3.188 -1.923 -4.670
H -3.684 -4.292 -4.206
H -3.142 -5.233 -1.997
H -2.194 -5.167 -0.083
H -2.954 -2.867 1.746
H -3.063 -4.604 2.030
H -4.155 -3.830 0.874
H -0.481 -2.785 0.741
H 0.025 -4.224 -0.138
H -0.496 -4.360 1.545
H -1.723 0.396 -2.152
H -1.798 -0.174 -5.140
H -0.437 -0.599 -4.095
H -0.916 1.100 -4.292
H -4.095 0.275 -4.068
H -3.314 1.764 -3.511
H -4.160 0.719 -2.358
C 3.734 3.484 -2.995
C 4.456 3.100 -1.876
C 4.114 1.942 -1.185
C 3.046 1.149 -1.602
C 2.341 1.542 -2.742
C 2.680 2.692 -3.437
Si 2.461 -0.413 -0.687
C 2.736 -1.836 -1.914
C 1.690 -2.669 -2.311
C 1.904 -3.720 -3.193
C 3.175 -3.962 -3.691
C 4.225 -3.129 -3.328
C 4.001 -2.071 -2.458
C 3.466 -0.678 0.901
C 3.039 -0.083 2.088
C 3.748 -0.241 3.271
C 4.904 -1.009 3.288
C 5.337 -1.624 2.122
C 4.621 -1.461 0.943
H 3.989 4.393 -3.525
H 5.288 3.706 -1.538
H 4.686 1.656 -0.308
H 1.507 0.934 -3.079
H 2.123 2.970 -4.325
H 0.691 -2.486 -1.929
H 1.073 -4.350 -3.489
H 3.348 -4.790 -4.367
H 5.217 -3.302 -3.728
H 4.825 -1.409 -2.210
H 2.126 0.504 2.088
H 3.388 0.231 4.178
H 5.459 -1.138 4.209
H 6.226 -2.243 2.133
H 4.961 -1.966 0.047
Br -5.066 4.023 -0.147
C -3.382 3.831 -0.993
C -2.932 4.785 -1.888
C -1.684 4.595 -2.460
C -0.950 3.473 -2.102
N -1.394 2.561 -1.243
C -2.594 2.730 -0.707
H -3.539 5.646 -2.130
H -1.296 5.312 -3.170
H 0.040 3.293 -2.508
H -2.935 1.970 -0.021



# 2
The following is a quantum chemistry calculation of a structure of composition C3H5N3O, from OMol25.

Output
Relative energy (zero: lowest compared OMol25 entry of this formula, charge and spin): 5.2144 eV
Total charge: 0
Lowest unoccupied orbital energy: 0.2 eV

CARTESIAN COORDINATES (ANGSTROEM)
C 1.192 0.890 0.071
C 1.799 -0.476 0.022
C -0.207 -1.048 0.043
H -1.779 1.213 1.015
H -1.246 1.638 -0.433
H 1.444 1.857 -0.246
H 2.871 -0.798 -0.250
H -2.167 -1.115 -0.681
N -1.409 0.801 0.130
N -0.208 0.341 0.052
N 1.034 -1.579 0.255
O -1.325 -1.725 0.022



For reference, HOMO by record: -7.1295; -7.9631 eV.
For reference, calculated total energy by record: -5063.67304; -356.66575 Eh.